65
Properties=species:S:1:pos:R:3:forces:R:3 method="wB97M-V/def2-TZVPD" multiplicity=1 orbital_gap_ev=8.15 smiles="CC(=O)N(C)B(CC=O)P(C)O.O=C1OCCO1.O=C1OCCO1.O=C1OCCO1.O=C1OCCO1" max_force_ev_per_a=4.2
C -0.7593 0.1270 -1.0812 0.61 0.21 -0.02
C 0.7021 0.0080 -0.7627 -0.51 -0.54 -2.56
O 1.0658 0.0178 0.3407 1.39 0.20 3.97
N 1.6555 -0.1540 -1.8296 -0.52 -0.16 -1.70
C 1.9151 1.1160 -2.5392 0.17 0.28 0.86
B 1.3074 -1.2646 -2.7353 0.04 -0.08 0.91
C 0.2845 -1.2041 -3.9572 0.29 -0.55 -0.20
C 0.9033 -0.8010 -5.2675 -0.68 -2.55 0.51
O 1.1522 0.2998 -5.5754 0.71 3.11 -0.80
P 2.1347 -2.9586 -2.4515 0.05 0.01 -0.68
C 0.7410 -4.0387 -1.8585 -0.06 1.07 0.52
O 3.1714 -2.7175 -1.1778 -0.44 -0.29 0.31
H -0.8665 0.8364 -1.8878 -0.48 0.12 -0.23
H -1.2551 0.4221 -0.1706 -0.34 0.26 0.08
H -1.1452 -0.8335 -1.3865 -0.17 -0.33 -0.30
H 1.0736 1.8021 -2.5122 -0.37 0.07 -0.31
H 2.7197 1.6231 -2.0179 0.26 0.12 0.11
H 2.2417 0.9641 -3.5552 -0.13 -0.14 -0.29
H -0.0956 -2.2144 -4.1013 -0.03 -0.28 -0.01
H -0.5832 -0.5857 -3.7687 -0.04 0.52 0.15
H 1.1101 -1.6156 -5.9840 0.07 -0.33 0.06
H 1.0780 -4.8010 -1.1758 0.40 -0.42 -0.09
H 0.0440 -3.4276 -1.2989 -0.31 0.04 0.21
H 0.2053 -4.4677 -2.6858 0.01 -0.32 -0.43
H 3.5598 -3.5633 -0.9160 0.05 0.11 -0.10
C -4.3270 3.7971 -1.4239 -0.10 0.15 0.04
C -3.9102 2.8554 -0.3204 -0.02 0.12 0.44
O -3.7280 1.6162 -1.0141 -0.04 0.18 -0.35
C -3.4690 1.9100 -2.3113 -0.05 -0.02 0.05
O -3.0946 1.1232 -3.1186 0.06 -0.12 -0.12
O -3.6856 3.2226 -2.5673 -0.02 -0.10 0.08
H -3.9870 4.8172 -1.2653 0.12 -0.03 -0.14
H -5.4067 3.8030 -1.5872 0.02 -0.05 -0.03
H -2.9653 3.1361 0.1435 -0.03 0.02 0.01
H -4.6637 2.7506 0.4552 0.04 -0.17 0.00
C -0.3282 1.4563 4.4064 0.18 -0.25 0.28
C -0.3380 0.7701 3.0598 0.34 -0.03 0.04
O -1.5335 1.2982 2.4671 -0.08 0.20 0.09
C -1.8104 2.4820 3.0600 0.11 -0.15 -0.09
O -2.6406 3.2443 2.6715 -0.04 0.09 0.08
O -1.0224 2.6826 4.1408 -0.18 -0.06 -0.22
H 0.6753 1.6556 4.7725 -0.06 0.20 0.00
H -0.8797 0.9000 5.1663 -0.02 0.05 0.00
H 0.5137 1.0419 2.4361 -0.09 -0.02 0.01
H -0.3878 -0.3128 3.1309 -0.18 0.02 -0.11
C -3.7345 3.8294 8.2743 -0.14 0.17 0.01
C -3.0144 3.5298 6.9801 -0.02 0.14 -0.26
O -1.9020 2.7416 7.4204 -0.21 -0.01 0.18
C -2.2390 2.1737 8.6096 0.06 -0.03 0.01
O -1.6055 1.3328 9.1564 -0.01 0.01 -0.03
O -3.3977 2.6998 9.0829 0.14 -0.03 -0.13
H -4.8122 3.9068 8.1539 -0.01 -0.15 0.11
H -3.3638 4.7339 8.7605 0.04 -0.02 -0.01
H -3.6181 2.9350 6.2921 0.00 -0.02 0.03
H -2.6723 4.4245 6.4665 0.19 -0.09 0.00
C 6.4631 -5.0991 -4.0184 0.25 0.01 -0.06
C 5.5147 -4.3253 -4.9056 0.10 0.19 -0.19
O 4.2439 -4.8708 -4.5453 0.12 -0.19 0.12
C 4.3464 -5.3831 -3.2994 -0.02 0.00 -0.11
O 3.4286 -5.7587 -2.6430 0.02 -0.07 0.13
O 5.6399 -5.4127 -2.8919 -0.11 0.07 -0.08
H 7.3299 -4.5195 -3.7111 -0.07 -0.01 0.18
H 6.8006 -6.0304 -4.4772 -0.05 0.00 0.00
H 5.5121 -3.2560 -4.6856 -0.02 -0.02 0.05
H 5.7084 -4.4702 -5.9656 -0.18 -0.09 0.00

80
Properties=species:S:1:pos:R:3:forces:R:3 method="wB97M-V/def2-TZVPD" multiplicity=1 orbital_gap_ev=2.07 charge=-1 relative_energy_kcal_mol=0.0 max_force_ev_per_a=1.3
C -3.4861 -2.1067 2.1437 -0.15 0.66 -0.23
C -4.4826 -1.3772 1.2160 0.40 -0.35 0.14
N -3.9631 -0.0663 0.8619 -0.30 -0.09 0.08
C -5.0000 0.8591 0.2682 0.39 0.37 0.38
C -5.8911 1.4039 1.3784 -0.04 -0.05 -0.41
N -7.3508 1.3459 1.0826 0.08 -0.09 0.37
C -7.8791 0.0030 1.2450 -0.06 -0.18 -0.33
C -4.2831 1.9384 -0.4881 -0.76 -0.98 -0.43
S -3.3685 3.3435 0.4055 0.13 0.51 0.09
C -2.7063 2.6341 1.9228 0.24 -0.55 0.47
C -1.3808 1.8572 1.7748 -0.14 0.12 -0.15
H -3.3481 -1.4893 3.0438 -0.05 -0.29 -0.14
H -3.8340 -3.1117 2.4191 0.16 0.15 -0.05
H -2.5013 -2.1541 1.6573 -0.26 -0.14 0.13
H -5.4341 -1.2539 1.7472 0.13 -0.04 -0.20
H -4.6760 -2.0026 0.3167 -0.19 0.14 0.20
H -3.2919 -0.2307 0.1183 0.07 0.11 0.05
H -5.6973 2.4735 1.5875 0.07 -0.13 -0.03
H -5.6881 0.8503 2.3214 0.01 0.09 -0.10
H -7.8064 1.9407 1.7709 -0.02 0.00 -0.09
H -8.9688 -0.0096 1.0936 0.22 0.05 0.05
H -7.4227 -0.6511 0.4873 -0.05 0.19 0.19
H -7.6629 -0.4417 2.2396 -0.03 0.06 -0.07
H -5.0081 2.5108 -1.0861 0.28 0.01 0.20
H -3.5597 1.4977 -1.1920 -0.12 0.16 0.20
H -2.5603 3.4615 2.6346 -0.08 -0.02 -0.29
H -3.4589 1.9626 2.3614 0.17 0.23 -0.20
H -0.7665 2.3092 0.9870 -0.02 -0.04 0.16
H -0.8045 1.8725 2.7113 -0.13 -0.08 -0.13
H -1.5873 0.8154 1.4991 0.03 0.25 0.08
C 3.8778 3.1018 3.0624 0.00 -0.07 -0.01
Br 3.1211 1.4230 2.5104 -0.02 0.10 0.01
Br 5.2606 3.6929 1.8523 -0.01 -0.01 0.01
Br 2.5347 4.4566 3.2918 -0.02 -0.03 -0.01
H 4.3457 2.9446 4.0233 0.01 0.01 -0.01
C 5.8176 -1.6251 1.5374 -0.01 0.00 -0.01
Br 4.3941 -1.4497 0.2620 0.05 -0.02 -0.05
Br 6.7292 0.0435 1.8246 0.05 -0.04 0.00
Br 5.1656 -2.3846 3.1833 0.05 0.02 0.06
H 6.5442 -2.3174 1.1342 -0.02 0.00 -0.03
C 0.4759 -5.1852 1.6479 0.02 -0.05 -0.06
Br -0.9849 -4.3402 0.7329 0.15 -0.04 0.01
Br 1.9600 -3.9920 1.9389 -0.07 0.02 -0.03
Br -0.1077 -5.9968 3.2965 0.01 0.01 0.00
H 0.8390 -5.9811 1.0142 -0.01 -0.02 0.03
C -6.2096 6.3451 1.9821 0.04 -0.07 -0.05
Br -7.5853 5.0360 2.2958 0.00 0.02 -0.01
Br -4.5788 5.8880 2.8842 -0.02 0.04 0.09
Br -5.9210 6.6211 0.0996 -0.01 0.00 0.01
H -6.5587 7.2803 2.3935 0.00 -0.01 -0.01
C 9.9328 -2.6714 -0.4798 0.02 0.03 -0.04
Br 8.4214 -2.3455 -1.6255 -0.06 -0.01 0.10
Br 10.8608 -1.0457 -0.0501 -0.03 0.01 0.03
Br 9.4364 -3.6473 1.1039 -0.06 0.04 -0.01
H 10.6255 -3.2893 -1.0348 -0.12 0.04 0.05
C 3.2413 -0.8636 -3.8144 -0.08 0.11 -0.01
Br 5.1347 -1.1144 -3.5559 0.03 0.00 -0.07
Br 2.2063 -1.9436 -2.6107 -0.03 -0.04 0.03
Br 2.7448 0.9863 -3.7125 0.04 -0.01 0.14
H 3.0066 -1.1903 -4.8173 0.04 0.00 0.09
C -5.0346 -1.9764 6.3509 -0.07 0.03 -0.06
Br -6.0840 -3.1588 7.4616 0.00 0.00 0.02
Br -3.2909 -2.7143 6.0118 -0.02 0.00 -0.02
Br -5.9619 -1.5160 4.7348 0.05 0.00 0.04
H -4.8923 -1.0647 6.9126 0.01 -0.02 0.01
C 1.0282 3.6450 -6.8185 0.00 -0.01 0.07
Br 1.3479 4.2392 -5.0170 -0.01 -0.02 -0.04
Br 1.4254 5.0302 -8.0958 0.00 -0.01 -0.01
Br 1.9824 2.0245 -7.2161 -0.02 0.01 -0.13
H -0.0266 3.4258 -6.9016 0.01 0.00 0.00
C 0.5812 -2.5026 -7.5703 -0.09 0.11 0.09
Br -0.5151 -1.3956 -6.4471 0.03 -0.02 -0.01
Br 0.6478 -1.8491 -9.3779 0.01 0.00 0.02
Br 2.3488 -2.6980 -6.8297 0.06 -0.13 -0.14
H 0.1361 -3.4868 -7.5949 0.02 0.00 -0.01
C 13.1088 -2.1852 -3.8108 -0.05 0.06 -0.01
Br 11.5434 -1.1090 -4.0893 0.01 -0.02 0.02
Br 14.6679 -1.1104 -3.4801 -0.02 -0.01 0.00
Br 12.8412 -3.4753 -2.4027 0.17 -0.08 -0.10
H 13.2851 -2.7430 -4.7190 0.01 -0.01 0.02

58
Properties=species:S:1:pos:R:3:forces:R:3 method="wB97M-V/def2-TZVPD" multiplicity=1 orbital_gap_ev=10.60 relative_energy_kcal_mol=2.7 smiles=BrCCBr.BrCCBr.CC#N.CC#N.CC#N.CC#N.CC#N.CC#N.CC#N max_force_ev_per_a=4.9
Br -1.2043 4.7849 -1.6689 -0.60 -0.57 -0.01
C -2.8004 3.7180 -1.0446 1.24 0.35 0.02
C -3.4404 2.9506 -2.1718 0.09 1.29 0.36
Br -4.8906 1.9652 -1.4343 -0.47 -0.72 0.24
H -3.4151 4.5059 -0.6416 -0.37 -0.12 0.21
H -2.3712 3.0678 -0.2662 -0.31 0.26 -0.35
H -2.7468 2.3559 -2.6976 0.67 -1.08 -0.05
H -3.8866 3.5672 -2.9265 -0.18 0.67 -0.17
Br 2.2094 0.7563 -5.6982 -0.36 -0.36 0.41
C 0.5072 0.5488 -4.6948 -0.12 0.21 -1.88
C -0.5930 0.7372 -5.7678 0.30 -1.10 -0.37
Br -2.3038 1.0842 -4.8714 0.14 -0.45 -0.26
H 0.5482 1.2837 -3.9347 -0.13 0.83 0.58
H 0.4443 -0.4301 -4.2402 0.15 -0.22 -0.10
H -0.6411 -0.2579 -6.3444 -0.29 1.76 0.72
H -0.4933 1.6044 -6.4620 0.34 -0.86 0.74
C 2.7012 -2.4420 -3.1280 0.58 0.56 2.00
C 2.8242 -1.0789 -2.6213 0.61 2.23 1.33
N 2.9442 -0.0395 -2.1015 -0.36 -2.03 -1.16
H 3.6218 -2.7628 -3.5742 0.46 -0.25 -0.10
H 1.9334 -2.4514 -3.8261 -1.48 -0.37 -1.30
H 2.4178 -3.0266 -2.2344 0.14 -0.16 -0.70
C 1.4641 1.3623 5.4193 2.33 -1.77 1.64
C 2.5221 1.0841 4.4253 0.06 0.74 0.11
N 3.4340 0.9307 3.7377 -0.51 -0.16 0.13
H 1.9056 1.9420 6.2701 -0.27 -0.46 -0.80
H 1.1890 0.3563 5.8119 -0.13 0.79 -0.14
H 0.6184 1.8385 5.0602 -1.50 0.80 -1.05
C -0.6206 -3.4252 3.5569 -0.37 -1.88 1.80
C -1.7474 -2.8099 2.8935 -1.80 1.78 -2.62
N -2.5501 -2.2742 2.2214 2.01 -1.82 2.06
H -0.1549 -4.2429 2.9513 -0.30 1.06 0.29
H -0.9906 -3.9320 4.5007 0.17 0.40 -1.01
H 0.0862 -2.6977 3.9333 0.20 0.22 -0.51
C -3.4412 0.6836 2.3847 -0.54 1.22 -1.85
C -2.2111 0.6898 3.1206 -2.28 -0.32 -1.36
N -1.1986 0.6769 3.6076 2.84 0.03 1.78
H -3.3070 1.3767 1.4855 -0.40 -0.36 1.47
H -4.3130 0.9056 3.0054 0.22 0.30 -0.20
H -3.6266 -0.2451 1.8746 0.20 -0.70 0.30
C -1.8053 -1.7163 -1.1190 1.15 0.68 -0.89
C -1.0459 -2.6792 -1.9178 -0.72 -0.19 0.25
N -0.4620 -3.4199 -2.5694 0.30 -0.10 -0.17
H -1.0383 -1.2221 -0.5218 -0.31 0.25 0.34
H -2.5721 -2.1244 -0.4918 -0.25 -0.42 0.21
H -2.2084 -0.9847 -1.8310 -0.11 -0.07 0.32
C 3.9598 -2.2183 2.0125 -1.30 -0.65 0.39
C 2.4977 -1.9971 1.9864 1.77 -0.64 -0.15
N 1.3672 -1.9318 1.8716 -1.18 0.28 -0.09
H 4.1932 -3.2565 1.7852 -0.23 -0.13 0.17
H 4.3482 -1.9569 2.9783 0.31 0.27 0.31
H 4.3823 -1.6516 1.2341 0.72 1.02 -0.77
C 2.1327 2.2208 0.3713 0.66 -0.81 1.49
C 0.7389 1.8802 0.5780 -4.95 -0.18 0.02
N -0.4329 1.7011 0.6792 4.49 0.54 -0.42
H 2.5278 2.7319 1.2857 -0.35 0.03 -1.05
H 2.3142 2.6824 -0.5837 -0.09 0.58 -0.10
H 2.6796 1.2818 0.3424 0.12 -0.19 -0.07

61
Properties=species:S:1:pos:R:3:forces:R:3 method="wB97M-V/def2-TZVPD" multiplicity=1 orbital_gap_ev=7.48 charge=+1 relative_energy_kcal_mol=26.0 max_force_ev_per_a=1.0
Ga -0.7688 1.2445 0.7053 -0.66 0.25 0.26
Cl 1.1880 0.4807 7.3528 0.01 0.00 -0.01
C 0.3181 0.5882 5.8808 -0.07 -0.07 0.04
C 0.7210 1.4907 4.9008 -0.01 0.02 -0.05
Cl 2.0765 2.5091 5.1375 0.02 0.01 0.00
C -0.0011 1.5562 3.7179 -0.15 -0.27 0.15
Cl 0.4594 2.6618 2.4497 0.10 0.09 -0.06
C -1.1070 0.7389 3.4656 0.24 0.36 -0.02
O -1.7555 0.8328 2.3062 0.38 -0.32 -0.60
C -1.5052 -0.1488 4.4633 -0.02 0.07 0.03
Cl -2.8604 -1.1498 4.1510 -0.05 -0.03 -0.01
C -0.7996 -0.2267 5.6596 0.10 0.09 -0.02
Cl -1.2898 -1.3410 6.8585 -0.01 -0.02 0.01
C -3.3172 4.4872 -0.7611 0.11 -0.09 0.02
C -2.3839 3.3393 -0.5789 -0.33 -0.02 0.28
N -2.4723 2.4829 0.3663 0.09 -0.36 0.18
O -3.4324 2.6373 1.3156 -0.13 0.21 -0.10
C -1.2666 3.0596 -1.5042 0.39 0.13 -0.46
C -1.2551 3.5903 -2.8964 0.00 -0.01 0.05
N -0.3722 2.2746 -1.0230 -0.34 -0.21 0.43
O 0.5882 1.7048 -1.6546 0.33 0.84 -0.53
H -4.1996 4.3523 -0.1464 -0.06 0.04 0.02
H -3.6051 4.5958 -1.8056 0.02 -0.05 -0.01
H -2.8168 5.4122 -0.4642 0.01 -0.01 0.01
H -3.2507 1.8922 1.9226 0.02 0.09 0.02
H -1.3330 4.6780 -2.9039 0.00 0.01 0.01
H -2.1072 3.1930 -3.4531 0.02 0.01 -0.03
H -0.3383 3.2957 -3.3960 0.00 0.02 -0.01
C 3.0086 -3.2481 1.2575 -0.18 0.00 -0.02
Si 1.1437 -3.0556 1.3255 0.16 -0.33 0.16
C 0.2869 -4.7269 1.2349 0.10 0.23 0.05
C 0.6272 -2.1031 2.8530 0.07 -0.13 -0.08
C 0.6176 -2.0584 -0.1858 0.09 0.17 0.05
Te 1.4111 -0.0498 -0.2509 0.02 -0.88 0.19
C 2.2181 -0.3599 -2.2023 -0.21 -0.07 0.00
Si 1.0665 -0.5578 -3.7135 -0.11 0.05 -0.11
C 1.2134 1.0021 -4.7466 0.06 -0.20 0.01
C -0.7216 -0.8871 -3.2078 0.18 0.00 -0.01
C 1.7005 -2.0404 -4.6789 -0.08 0.16 0.08
H 3.3403 -3.9516 2.0234 0.02 0.02 0.02
H 3.5263 -2.3024 1.4306 0.00 0.01 0.00
H 3.3338 -3.6429 0.2922 0.00 -0.01 0.00
H 0.6667 -5.3908 2.0142 0.00 0.00 0.00
H 0.4600 -5.2133 0.2731 0.03 0.01 0.00
H -0.7922 -4.6396 1.3752 0.00 0.04 -0.01
H 0.9404 -2.6067 3.7700 0.01 -0.04 -0.02
H -0.4598 -2.0231 2.8823 -0.04 0.06 0.00
H 1.0687 -1.1015 2.8755 -0.03 0.03 -0.01
H -0.4633 -1.9806 -0.2917 0.01 -0.01 0.00
H 1.0014 -2.5292 -1.0941 0.00 0.04 0.02
H 2.8122 -1.2624 -2.0289 -0.02 -0.03 -0.01
H 2.9261 0.4547 -2.3632 -0.08 0.09 0.05
H 0.9514 1.8891 -4.1749 0.01 -0.03 0.05
H 0.5755 0.9584 -5.6314 0.00 -0.03 -0.01
H 2.2438 1.1244 -5.0890 -0.01 -0.01 -0.03
H -1.0608 -0.2102 -2.4197 0.00 0.00 -0.01
H -0.8585 -1.9158 -2.8674 0.01 0.03 0.03
H -1.3823 -0.7473 -4.0659 0.03 0.01 -0.04
H 2.7264 -1.8917 -5.0206 0.00 0.03 -0.01
H 1.0772 -2.2098 -5.5597 0.02 -0.01 -0.01
H 1.6813 -2.9543 -4.0815 -0.03 0.00 0.03